# 1
The following is a DFT calculation (ωB97M-V/def2-TZVPD) of a structure of composition C22H21IN7O2STi.

Geometry (Å):
Ti  -0.657  0.458  -0.669
C  -1.950  -2.956  1.744
C  -1.548  -1.990  0.676
N  -0.921  -0.841  0.929
O  -0.876  -0.544  2.300
C  -1.851  -2.190  -0.698
C  -2.409  -3.433  -1.297
N  -1.580  -1.092  -1.435
O  -1.750  -1.033  -2.717
H  -1.416  -2.749  2.668
H  -1.740  -3.982  1.425
H  -3.024  -2.890  1.953
H  -0.303  0.248  2.295
H  -1.710  -4.275  -1.243
H  -2.620  -3.235  -2.347
H  -3.336  -3.745  -0.806
S  0.938  1.776  1.059
C  2.427  0.873  1.414
C  3.603  1.571  1.723
C  4.791  0.901  2.007
C  4.842  -0.490  1.980
C  3.682  -1.194  1.680
C  2.490  -0.525  1.407
H  3.569  2.655  1.737
H  5.683  1.471  2.251
H  5.765  -1.013  2.195
H  3.699  -2.279  1.660
H  1.593  -1.088  1.185
N  -0.684  1.943  -2.093
C  -1.360  2.607  -2.788
N  -2.170  3.286  -3.487
C  -2.003  4.316  -4.297
N  -1.944  5.228  -5.016
I  -5.792  0.153  2.261
C  -4.166  1.295  1.654
C  -3.890  2.505  2.251
C  -2.821  3.227  1.767
C  -2.058  2.694  0.740
N  -2.282  1.490  0.216
C  -3.353  0.817  0.638
H  -4.495  2.876  3.072
H  -2.566  4.196  2.178
H  -1.225  3.242  0.326
H  -3.534  -0.135  0.161
C  3.705  -1.109  -2.221
C  3.402  0.237  -2.168
C  2.140  0.628  -1.762
N  1.193  -0.247  -1.403
C  1.490  -1.545  -1.474
C  2.728  -2.018  -1.874
H  4.689  -1.444  -2.529
H  4.132  0.991  -2.429
H  1.869  1.667  -1.705
H  0.697  -2.222  -1.191
H  2.907  -3.086  -1.904

Calculated values
* 2S+1: 3
* charge: -1
* F_max: 0.028 Eh/bohr
* E: -2930.12304 a.u.

These are the Mulliken partial charges, in e, on atoms 1 to 5: -0.728, -1.749, 0.286, 0.993, -0.620

***

# 2
The following is a DFT calculation (ωB97M-V/def2-TZVPD) of a structure of composition C22H21MnNO6S.

Geometry (Å):
Mn  1.059  -0.545  1.509
O  0.633  -2.597  4.807
C  0.751  -2.468  3.606
O  1.598  -1.687  2.998
C  -0.117  -3.338  2.674
C  0.596  -3.639  1.352
C  -0.120  -4.769  0.604
C  -1.370  -4.038  0.044
C  -1.185  -2.641  0.632
O  0.259  -2.475  0.538
C  -1.441  -2.671  2.153
C  -1.751  -1.256  2.643
O  -2.863  -1.001  3.082
O  -0.802  -0.399  2.457
H  -0.344  -4.241  3.235
H  1.673  -3.738  1.428
H  -0.374  -5.586  1.277
H  0.507  -5.162  -0.196
H  -2.308  -4.490  0.361
H  -1.349  -3.997  -1.045
H  -1.687  -1.839  0.098
H  -2.311  -3.279  2.384
C  -1.032  2.630  2.900
S  -1.286  1.862  1.303
O  0.104  1.467  0.839
C  -1.612  3.368  0.381
C  -0.618  3.957  -0.382
C  -0.922  5.088  -1.130
C  -2.209  5.610  -1.115
C  -3.204  4.998  -0.362
C  -2.909  3.866  0.383
H  -0.290  3.420  2.790
H  -0.678  1.834  3.555
H  -1.982  3.022  3.264
H  0.371  3.516  -0.387
H  -0.154  5.557  -1.732
H  -2.439  6.492  -1.699
H  -4.211  5.394  -0.369
H  -3.681  3.361  0.955
N  2.367  0.067  0.052
C  2.594  0.009  -1.067
C  2.820  -0.021  -2.482
C  3.961  0.544  -3.040
C  4.085  0.597  -4.417
C  3.080  0.088  -5.229
C  1.957  -0.506  -4.666
C  1.821  -0.564  -3.291
H  4.736  0.943  -2.399
H  4.965  1.043  -4.860
H  3.173  0.151  -6.305
H  1.186  -0.921  -5.301
H  0.953  -1.017  -2.830

Calculated values
* 2S+1: 6
* F_max: 0.032 Eh/bohr
* E: -2906.38976 a.u.

These are the Mulliken partial charges, in e, on atoms 1 to 5: 0.806, -0.696, 0.151, -0.838, -0.147

***

# 3
The following is a DFT calculation (ωB97M-V/def2-TZVPD) of a cluster of 3 separate species, C22H22BBrF3N3O11P in total.

Geometry (Å):
C  6.356  -1.232  -3.013
C  6.359  -0.137  -4.233
Br  8.268  0.527  -4.503
C  5.282  1.093  -4.051
C  3.787  0.466  -3.694
C  3.248  0.497  -2.116
P  4.202  1.261  -0.648
N  5.176  0.236  0.143
C  1.780  -0.172  -1.806
C  1.079  -0.266  -0.298
O  0.377  0.795  0.107
O  1.250  -1.534  0.442
C  -0.002  -2.315  0.481
F  -0.426  -2.854  -0.845
F  -1.167  -1.589  1.042
F  0.254  -3.499  1.349
C  0.902  -0.852  -3.035
C  1.543  -0.774  -4.543
N  2.919  -0.135  -4.819
B  3.348  -0.150  -6.296
N  3.261  1.161  -7.109
O  3.824  -1.347  -7.022
H  5.600  -1.004  -2.149
H  6.028  -2.288  -3.461
H  7.418  -1.361  -2.526
H  6.101  -0.721  -5.220
H  5.266  1.798  -5.009
H  5.565  1.816  -3.147
H  3.203  1.705  0.330
H  4.939  2.435  -1.131
H  4.868  0.135  1.142
H  -0.146  -1.355  -2.902
H  0.939  -1.246  -5.427
H  4.234  1.522  -7.269
H  2.699  1.805  -6.507
H  3.432  -1.354  -7.955
C  -5.152  -3.658  3.473
C  -3.912  -3.210  3.268
C  -3.334  -2.124  4.107
O  -2.185  -1.746  3.907
C  -4.183  -1.536  5.155
C  -5.424  -1.982  5.357
C  -5.992  -3.087  4.537
O  -7.130  -3.488  4.759
O  -6.228  -1.432  6.339
O  -3.118  -3.741  2.269
H  -5.585  -4.449  2.873
H  -3.756  -0.735  5.745
H  -7.076  -1.925  6.288
H  -2.268  -3.252  2.324
C  -3.084  2.262  2.762
C  -4.370  1.911  2.823
C  -5.411  2.868  3.290
O  -6.587  2.524  3.318
C  -4.976  4.209  3.711
C  -3.689  4.558  3.652
C  -2.652  3.611  3.159
O  -1.480  3.966  3.099
O  -3.272  5.816  4.048
O  -4.783  0.644  2.454
H  -2.317  1.577  2.422
H  -5.740  4.889  4.065
H  -2.300  5.824  3.910
H  -5.756  0.638  2.586

Calculated values
* charge: +1
* F_max: 0.185 Eh/bohr
* E: -5082.63531 a.u.

These are the Mulliken partial charges, in e, on atoms 1 to 5: -0.623, -0.082, -0.105, -0.815, 0.458

***

# 4
The following is a DFT calculation (ωB97M-V/def2-TZVPD) of a structure of composition C22H22CdFI2N3O5S4.

Geometry (Å):
Cd  -1.490  -0.192  -0.793
I  3.161  2.190  2.117
C  2.116  0.437  1.534
I  3.372  -1.086  0.744
H  1.392  0.708  0.760
H  1.647  0.034  2.422
C  4.571  3.528  -3.897
C  4.619  2.910  -2.498
C  5.345  3.786  -1.483
C  4.563  5.067  -1.233
C  3.125  4.757  -0.897
C  2.390  5.642  -0.124
C  1.099  5.315  0.228
F  0.401  6.189  1.011
C  0.509  4.138  -0.164
C  1.212  3.245  -0.966
C  0.501  1.941  -1.376
O  -0.151  1.452  -0.293
C  1.482  0.995  -2.045
C  2.728  1.388  -2.319
N  3.285  2.611  -2.014
C  2.536  3.553  -1.317
C  1.137  -0.414  -2.525
O  1.969  -0.995  -3.234
O  0.020  -0.923  -2.178
H  5.579  3.753  -4.260
H  3.985  4.448  -3.896
H  4.095  2.834  -4.590
H  5.142  1.953  -2.563
H  6.354  4.007  -1.843
H  5.432  3.225  -0.550
H  4.616  5.713  -2.117
H  5.011  5.632  -0.413
H  2.831  6.568  0.228
H  -0.485  3.889  0.177
H  3.382  0.691  -2.828
S  -1.837  -2.264  0.694
S  -3.835  -1.944  1.158
S  -4.705  -1.414  -0.623
S  -3.912  0.434  -1.109
N  -0.702  -1.158  3.628
C  -0.464  0.061  4.148
O  0.172  0.233  5.182
C  -1.035  1.224  3.383
C  -0.459  2.474  3.564
C  -0.989  3.555  2.883
N  -2.043  3.474  2.066
C  -2.574  2.265  1.891
C  -2.113  1.116  2.522
H  -0.273  -1.938  4.095
H  -1.081  -1.316  2.694
H  0.393  2.582  4.222
H  -0.543  4.539  2.990
H  -3.411  2.192  1.206
H  -2.619  0.178  2.328
C  -1.557  3.026  -2.138
O  -0.427  2.254  -2.474
H  -2.323  2.817  -2.885
H  -1.334  4.101  -2.148
H  -1.955  2.763  -1.153

Calculated values
* charge: -2
* F_max: 0.004 Eh/bohr
* E: -3848.00305 a.u.

These are the Mulliken partial charges, in e, on atoms 1 to 5: 1.292, -0.040, 0.543, -0.001, -1.155

***

# 5
The following is a DFT calculation (ωB97M-V/def2-TZVPD) of the molecule C22H22Cl2N4O3S.

Geometry (Å):
C  -5.006  -0.505  3.218
C  -4.102  -1.144  2.501
C  -3.037  -0.452  1.702
N  -1.723  -0.796  2.187
C  -0.978  -1.910  1.952
N  0.163  -1.827  2.588
N  0.192  -0.669  3.261
C  -0.934  -0.055  3.018
S  -1.371  1.522  3.600
C  0.298  2.288  3.470
C  0.652  2.430  2.028
C  0.132  3.486  1.289
C  0.402  3.598  -0.064
C  1.188  2.638  -0.696
C  1.698  1.576  0.034
C  1.437  1.476  1.389
H  1.838  0.648  1.953
H  2.298  0.832  -0.465
Cl  1.540  2.774  -2.374
Cl  -0.238  4.925  -0.955
H  -0.491  4.227  1.766
H  0.981  1.633  4.006
H  0.204  3.250  3.971
C  -1.316  -3.044  1.038
N  -0.512  -2.938  -0.165
C  -0.700  -1.926  -1.050
O  -1.649  -1.163  -0.950
C  0.298  -1.825  -2.141
C  0.399  -0.607  -2.817
C  1.306  -0.440  -3.835
C  2.138  -1.495  -4.219
C  2.029  -2.718  -3.563
C  1.118  -2.876  -2.534
H  1.040  -3.845  -2.062
H  2.645  -3.557  -3.847
O  3.000  -1.231  -5.232
C  3.864  -2.251  -5.674
H  3.307  -3.109  -6.063
H  4.451  -1.810  -6.478
H  4.536  -2.583  -4.876
H  1.395  0.499  -4.358
H  -0.252  0.201  -2.518
H  0.374  -3.421  -0.111
H  -2.374  -3.007  0.760
C  -0.963  -4.380  1.717
O  0.416  -4.505  1.899
H  0.723  -3.725  2.397
H  -1.268  -5.209  1.074
H  -1.504  -4.453  2.671
H  -3.080  -0.733  0.644
H  -3.143  0.633  1.789
H  -4.079  -2.225  2.473
H  -5.759  -1.028  3.781
H  -5.032  0.571  3.264

Calculated values
* SMILES: C=CCn1c(SCc2ccc(Cl)c(Cl)c2)nnc1[C@H](CO)NC(=O)c1ccc(OC)cc1
* F_max: 0.019 Eh/bohr
* E: -2614.86794 a.u.

These are the Mulliken partial charges, in e, on atoms 1 to 5: -0.839, 0.066, -0.737, 0.463, 0.327

***

# 6
The following is a DFT calculation (ωB97M-V/def2-TZVPD) of a structure of composition C22H22Cl2N6O5Se2Ta.

Geometry (Å):
Ta  -0.389  0.486  -0.318
C  -0.278  3.183  2.577
Se  -0.807  3.017  0.721
C  -2.737  2.731  0.972
C  -3.135  1.389  1.550
Se  -2.857  -0.181  0.396
C  -3.954  0.300  -1.135
H  -0.976  3.860  3.065
H  0.711  3.633  2.578
H  -0.257  2.217  3.071
H  -3.195  2.940  0.007
H  -3.054  3.517  1.657
H  -4.198  1.384  1.794
H  -2.586  1.153  2.460
H  -4.985  0.379  -0.800
H  -3.867  -0.517  -1.849
H  -3.614  1.230  -1.579
Cl  -1.785  4.217  -3.022
C  -1.258  2.761  -3.751
C  -1.111  2.656  -5.149
C  -0.697  1.481  -5.723
Cl  -0.530  1.382  -7.417
C  -0.398  0.337  -4.921
C  0.025  -0.924  -5.391
C  0.274  -1.930  -4.489
C  0.127  -1.691  -3.118
N  -0.260  -0.518  -2.635
C  -0.536  0.475  -3.537
C  -0.974  1.672  -2.980
O  -1.030  1.614  -1.624
H  -1.328  3.514  -5.771
H  0.148  -1.092  -6.453
H  0.586  -2.910  -4.822
H  0.329  -2.472  -2.394
N  4.946  0.614  0.200
N  3.790  0.800  -0.447
N  3.775  1.200  -1.710
C  2.484  1.319  -1.944
N  1.768  1.008  -0.852
N  2.641  0.658  0.112
H  5.769  0.595  -0.383
H  4.904  0.132  1.082
H  2.068  1.645  -2.884
O  0.142  -1.384  0.214
C  0.224  -1.092  1.511
O  -0.093  0.177  1.715
C  0.574  -1.993  2.507
C  0.782  -3.349  2.157
C  1.131  -4.285  3.102
C  1.287  -3.821  4.402
O  1.627  -4.518  5.460
C  1.648  -3.621  6.600
O  1.301  -2.329  6.085
C  1.083  -2.470  4.764
C  0.719  -1.539  3.856
H  0.644  -3.650  1.128
H  1.270  -5.330  2.863
H  2.646  -3.603  7.025
H  0.913  -3.950  7.328
H  0.554  -0.507  4.134

Calculated values
* charge: +3
* F_max: 0.038 Eh/bohr
* E: -7335.67129 a.u.

These are the Mulliken partial charges, in e, on atoms 1 to 5: 1.228, -0.860, 0.345, -0.641, -0.623

***

# 7
The following is a DFT calculation (ωB97M-V/def2-TZVPD) of a cluster of 5 separate species, C22H22F13N3O14S in total.

Geometry (Å):
N  -2.390  -0.050  -3.541
C  -1.195  0.072  -3.529
C  0.374  0.307  -3.317
C  0.958  -0.965  -2.465
C  0.915  -2.221  -3.465
C  2.007  -3.354  -3.201
F  3.205  -2.749  -2.678
F  2.400  -3.819  -4.523
C  1.523  -4.655  -2.422
F  0.182  -4.961  -2.877
F  2.260  -5.848  -2.748
C  1.348  -4.475  -0.806
F  0.614  -5.672  -0.441
F  0.409  -3.434  -0.645
C  2.680  -4.468  0.042
F  2.632  -5.620  0.915
F  3.884  -4.712  -0.711
S  3.046  -3.012  1.159
F  4.657  -2.967  0.618
F  3.591  -4.087  2.357
F  1.562  -3.036  1.901
F  2.649  -1.859  0.038
F  3.459  -1.760  2.200
C  0.578  1.679  -2.464
C  1.979  2.342  -2.832
N  3.077  2.741  -3.097
O  -0.576  2.534  -2.714
N  -0.358  3.379  -3.766
O  -0.506  4.508  -3.397
H  0.931  0.364  -4.332
H  0.203  -1.091  -1.596
H  1.997  -0.643  -2.122
H  1.147  -1.798  -4.521
H  -0.168  -2.579  -3.514
H  0.543  1.393  -1.340
C  -6.385  -1.034  -2.654
C  -6.152  0.005  -3.708
O  -7.041  -0.384  -4.745
C  -8.031  -1.121  -4.169
O  -9.032  -1.465  -4.730
O  -7.736  -1.414  -2.872
H  -6.249  -0.643  -1.645
H  -5.745  -1.912  -2.784
H  -6.421  1.010  -3.370
H  -5.121  0.014  -4.063
C  -1.278  0.244  3.037
C  -0.792  -1.063  2.506
O  -0.314  -0.727  1.208
C  -0.012  0.599  1.231
O  0.574  1.178  0.351
O  -0.452  1.189  2.371
H  -1.163  0.320  4.118
H  -2.322  0.440  2.774
H  0.035  -1.471  3.093
H  -1.587  -1.809  2.446
C  0.857  2.194  6.725
C  2.338  2.028  6.590
O  2.481  0.644  6.300
C  1.306  0.223  5.760
O  1.143  -0.856  5.246
O  0.340  1.180  5.873
H  0.517  3.181  6.406
H  0.506  2.011  7.745
H  2.750  2.608  5.759
H  2.872  2.290  7.505
C  0.892  4.379  0.891
C  0.854  5.759  0.311
O  0.895  6.592  1.462
C  1.469  5.866  2.461
O  1.808  6.320  3.518
O  1.610  4.560  2.104
H  1.403  3.667  0.241
H  -0.105  3.995  1.125
H  1.726  5.976  -0.314
H  -0.052  5.942  -0.270

Calculated values
* SMILES: N#C[C@H](CCC(F)(F)C(F)(F)C(F)(F)C(F)(F)S(F)(F)(F)(F)F)[C@@H](C#N)ON=O.O=C1OCCO1.O=C1OCCO1.O=C1OCCO1.O=C1OCCO1
* F_max: 0.113 Eh/bohr
* E: -3765.28813 a.u.

These are the Mulliken partial charges, in e, on atoms 1 to 5: -0.595, 0.109, -0.129, -0.232, -1.126

***

# 8
The following is a DFT calculation (ωB97M-V/def2-TZVPD) of the molecule C22H22INO4.

Geometry (Å):
O  -0.192  -0.601  3.361
O  -2.109  1.292  2.492
O  -3.144  -0.708  0.084
I  2.273  -7.023  0.780
O  1.406  1.983  1.426
C  -0.418  -0.345  2.169
C  -1.346  0.687  1.762
C  -2.710  0.413  -0.184
C  2.787  1.040  -2.983
C  1.570  0.491  -3.396
C  1.930  -4.034  -0.100
C  0.619  -4.530  1.928
C  1.552  -2.692  0.039
C  0.150  -3.227  1.933
C  3.033  1.220  -1.645
C  0.608  0.165  -2.485
C  1.531  -4.931  0.905
C  0.625  -2.271  1.024
C  2.078  0.891  -0.657
C  0.837  0.306  -1.097
N  0.163  -0.933  1.062
C  1.664  2.310  2.790
C  2.394  1.150  0.818
C  -3.772  2.676  -0.134
C  -3.159  1.575  -2.322
C  -1.310  0.779  0.254
C  -0.249  -0.246  -0.179
C  -3.660  1.375  -0.914
H  3.559  1.354  -3.685
H  1.397  0.416  -4.466
H  2.573  -4.411  -0.872
H  0.250  -5.245  2.658
H  1.924  -2.014  -0.729
H  -0.591  -3.005  2.682
H  3.961  1.656  -1.355
H  -0.322  -0.235  -2.822
H  1.573  1.491  3.458
H  0.911  3.078  3.063
H  2.657  2.762  2.900
H  2.411  0.179  1.322
H  3.372  1.654  0.920
H  -2.769  3.197  -0.089
H  -4.041  2.478  0.898
H  -4.526  3.320  -0.602
H  -3.837  2.160  -2.887
H  -2.166  2.099  -2.347
H  -3.051  0.596  -2.833
H  -1.057  1.775  -0.111
H  -0.744  -1.019  -0.789
H  -4.636  0.901  -1.042

Calculated values
* SMILES: COCc1ccccc1[C@@H]1[C@@H](C(=O)C(C)C)C(=O)C(=O)N1c1ccc(I)cc1
* F_max: 0.088 Eh/bohr
* E: -1504.91586 a.u.

These are the Mulliken partial charges, in e, on atoms 1 to 5: -0.646, -0.594, -0.637, 0.012, -0.272

***

Question: Among the records above, which one has the highest F_max?
Answer: C22H22BBrF3N3O11P

***

Question: Number 1 is which compound?
Answer: C22H21IN7O2STi